[1]
Entry from OMol25: a cluster of 2 separate species, C4H8O3S in total (ωB97M-V/def2-TZVPD).

Output
ΔE to the lowest compared entry with this formula, charge and spin: 154.76 kcal/mol
Kohn-Sham gap: 7.53 eV
HOMO energy: -8.93 eV

ORCA input file:
```
! wB97M-V def2-TZVPD RIJCOSX def2/J DEFGRID3
* xyz 0 1
C -1.6720 -1.6435 0.5317
C 0.2764 0.2208 0.0092
C 1.9024 0.4197 -0.1541
C -0.4392 1.5338 -0.0741
H -2.2590 -2.3453 -0.0727
H -2.2898 -0.9246 1.0778
H -0.9514 -2.1008 1.3394
H 0.3287 -0.1157 0.9975
H 2.0196 0.6997 -1.1408
H 2.0191 1.3072 0.6125
H 3.2678 -1.2339 -1.4028
H -2.4325 2.0499 -0.3206
O 2.8441 -0.7325 0.0876
O -2.0022 1.2395 -0.2082
O 0.0873 2.7132 -0.3252
S -0.6992 -1.0873 -0.9572
*
```

=====

[2]
Entry from OMol25: a structure of composition C23H35AsBClN10O6OsSi2 (ωB97M-V/def2-TZVPD).

Output
Kohn-Sham gap (spin up / spin down): 8.55 / 5.41 eV
HOMO energy (spin up / spin down): -10.39 / -10.36 eV

ORCA input file:
```
! wB97M-V def2-TZVPD RIJCOSX def2/J DEFGRID3
* xyz 1 6
Os 0.0093 -0.5813 -0.3576
C -1.6333 -1.2743 3.5292
C -1.2924 -0.3935 2.5087
N -0.4275 -0.9748 1.6740
N -0.2089 -2.2212 2.1342
C -0.9267 -2.4291 3.2462
B 0.7000 -3.1884 1.3278
N 1.9617 -2.3553 0.9240
C 3.2512 -2.6069 1.1986
C 4.0272 -1.6054 0.6486
C 3.1219 -0.7462 0.0323
N 1.8862 -1.2092 0.2026
N -0.0473 -3.5182 0.0147
C -0.7866 -4.5780 -0.4586
C -1.2184 -4.3197 -1.7094
C -0.6500 -2.9952 -2.1167
N -0.0028 -2.5398 -0.8986
N 1.0603 -4.3803 2.1571
C 1.6311 -4.3596 3.3965
C 1.7370 -5.6529 3.8286
C 1.1941 -6.4173 2.7749
N 0.7907 -5.6507 1.7830
H -2.3026 -1.0961 4.3511
H -1.6441 0.6109 2.3476
H -0.8961 -3.3741 3.7612
H 3.5453 -3.4777 1.7586
H 5.0969 -1.5096 0.6862
H 3.3007 0.1471 -0.5401
H -0.9130 -5.4465 0.1612
H -1.7903 -4.9570 -2.3607
H 0.1230 -3.1408 -2.8957
H 1.9199 -3.4333 3.8675
H 2.1330 -6.0087 4.7631
H 1.0846 -7.4874 2.7122
C -3.4090 2.2936 2.5564
Si -2.1640 3.5009 1.8324
C -2.7549 4.5382 0.3782
C -1.4764 4.5784 3.2297
As 0.1631 2.5741 1.2649
Si 1.3786 4.1765 -0.2074
C 0.3778 4.2705 -1.7946
C 3.0314 3.2982 -0.3798
C 1.4941 5.8012 0.7466
H -4.3103 2.8571 2.8118
H -3.0493 1.8104 3.4649
H -3.7079 1.5370 1.8368
H -3.6537 5.0847 0.6729
H -3.0250 3.9107 -0.4686
H -2.0030 5.2629 0.0672
H -2.2689 5.1955 3.6573
H -0.6841 5.2425 2.8784
H -1.0658 3.9617 4.0306
H -0.0125 3.2771 -2.0215
H 1.0187 4.5660 -2.6271
H -0.4528 4.9731 -1.7385
H 2.9151 2.5312 -1.1449
H 3.3260 2.8180 0.5547
H 3.8326 3.9734 -0.6836
H 0.5358 6.3202 0.7927
H 2.2044 6.4666 0.2518
H 1.8474 5.6404 1.7659
O -3.7361 1.5710 -1.1050
Cl -2.3487 1.1190 -1.3282
O -1.9082 0.0412 -3.3537
O -2.0741 -0.1131 -0.4319
O 0.1055 1.3844 0.0729
C -1.4581 -1.9134 -5.3914
N -0.4789 -1.2638 -4.5254
C 0.5016 -0.4984 -5.0445
C 1.2920 0.3185 -4.3043
C 1.1328 0.3596 -2.8768
O 1.8842 0.9677 -2.1051
N 0.1260 -0.4146 -2.3335
C -0.9889 -0.8837 -3.1783
O -1.5654 -2.0503 -2.5884
H -1.2391 -1.6787 -6.4297
H -2.4525 -1.5429 -5.1462
H -1.4485 -2.9936 -5.2441
H 0.6438 -0.5856 -6.1149
H 2.0907 0.8873 -4.7508
*
```

=====

Maximum force: 8.1; 1.6 (eV/Å)